1.
ORCA calculation (wB97M-V/def2-TZVPD) on C15H15FN2O4S in the gas phase in a non-equilibrium geometry.

**SMILES string**: CN(C)S(=O)(=O)Oc1ccccc1C(=O)Nc1ccc(F)cc1
**ΔE to the lowest compared entry with this formula, charge and spin**: 11.81 kJ/mol
**E_LUMO**: 0.477 eV

```
38
Properties=species:S:1:pos:R:3:forces:R:3
C 1.689 1.281 -2.131 -0.2444 -0.2501 -0.3967
N 1.961 1.555 -0.740 -1.0543 0.5593 0.4910
C 3.125 2.361 -0.460 0.3662 0.1177 0.2578
S 0.663 1.839 0.242 0.4514 0.2014 -0.2980
O -0.544 1.520 -0.437 0.1260 -0.1196 -0.2091
O 0.759 3.075 0.936 0.2168 0.0088 0.1685
O 0.932 0.720 1.390 -0.1169 0.3703 0.1484
C 1.581 -0.440 1.007 0.4094 -0.9326 -0.2972
C 2.878 -0.646 1.459 -0.2647 0.1450 0.1003
C 3.573 -1.782 1.086 -0.0390 0.0815 0.0152
C 2.989 -2.705 0.233 -0.0365 -0.0267 -0.0321
C 1.701 -2.496 -0.224 -0.0598 0.1019 0.0430
C 0.973 -1.377 0.172 0.1615 0.2324 0.1095
C -0.421 -1.224 -0.363 -0.0186 -0.2772 0.3763
O -0.671 -1.466 -1.524 -0.0657 -0.0265 -0.2116
N -1.327 -0.901 0.598 0.1624 -0.0785 0.2867
C -2.667 -0.545 0.422 -0.4303 0.0084 -0.1163
C -3.363 -0.798 -0.757 0.1379 -0.0163 -0.0290
C -4.694 -0.441 -0.865 -0.2480 0.1760 0.2538
C -5.322 0.162 0.209 0.1122 -0.0482 -0.0162
F -6.625 0.505 0.105 0.0781 -0.0108 0.0063
C -4.651 0.422 1.390 -0.1837 -0.0144 -0.1669
C -3.321 0.065 1.491 0.0886 -0.0740 -0.1933
H 1.658 2.197 -2.729 0.0265 -0.0065 0.0204
H 2.466 0.621 -2.518 -0.0181 0.0057 0.0015
H 0.727 0.781 -2.192 0.0716 -0.0933 -0.2609
H 3.090 2.637 0.590 0.3125 0.1016 0.0035
H 3.142 3.274 -1.064 -0.0178 -0.0255 0.0254
H 4.024 1.775 -0.660 -0.0054 0.0210 0.0164
H 3.323 0.094 2.105 0.0651 0.1112 0.0660
H 4.577 -1.938 1.450 0.0835 -0.0007 0.0374
H 3.536 -3.583 -0.075 0.0374 -0.0822 -0.0213
H 1.229 -3.197 -0.895 -0.0483 -0.0440 -0.0695
H -0.946 -0.630 1.495 0.0122 -0.1381 -0.1953
H -2.855 -1.260 -1.586 0.0022 -0.0292 -0.0151
H -5.245 -0.626 -1.773 -0.0659 -0.0145 -0.0814
H -5.167 0.899 2.208 -0.0582 0.0434 0.0676
H -2.779 0.271 2.403 0.0541 0.0232 0.1149
```
Forces are in eV/Å.

These are the Mulliken partial charges, in e, on atoms 1 to 2: -0.960, 0.283

***

2.
ORCA calculation (wB97M-V/def2-TZVPD) on a molecular structure, C15H15HgN2O6 in a non-equilibrium geometry.

**Net charge**: +1
**ΔE to the lowest compared entry with this formula, charge and spin**: 0.00 kJ/mol
**E_LUMO**: -4.679 eV

```
39
Properties=species:S:1:pos:R:3:forces:R:3
O -0.668 5.639 -3.112 0.0595 -0.9394 -2.3592
C -0.640 5.207 -4.172 -0.0584 0.9282 2.3655
Hg 0.093 0.261 -4.076 -0.9940 -0.6399 1.4016
C -0.531 -2.981 -3.848 0.0819 -1.6802 -1.7245
O -0.552 -3.870 -4.559 0.0516 1.5292 1.5287
C -1.191 -2.014 -6.960 -1.2588 0.2391 -1.8449
O -1.837 -2.005 -7.898 1.2524 -0.0934 1.7798
C 3.032 -0.484 -3.831 2.3780 -0.3360 0.0275
O 4.169 -0.496 -3.853 -2.0934 0.0719 0.0353
C -2.844 -0.344 -4.241 -1.7960 -0.3642 -0.2277
O -3.956 -0.570 -4.273 2.0264 0.4329 0.0837
H 1.079 1.493 -4.194 0.1676 0.5230 -0.5702
C 2.598 1.576 3.541 0.3804 -0.0099 -0.1674
C 1.092 1.594 3.645 -0.6223 0.1010 -0.1743
N 0.394 0.624 2.775 0.5610 -0.1538 -1.0573
C 0.502 -0.784 3.223 -0.0159 0.3235 -0.0233
C -0.219 -0.959 4.547 -0.0824 -0.3234 0.0444
C 0.388 0.939 1.428 0.9373 1.0652 0.7324
O 0.957 1.944 0.982 -0.9220 -1.0995 0.2847
C -0.392 0.064 0.496 -0.3932 -0.1047 0.0182
C -1.519 -0.687 0.881 0.3820 -0.0608 -0.9033
C -2.151 -1.459 -0.100 0.2501 0.4235 -0.1150
C -1.701 -1.371 -1.423 -0.3127 -0.0395 0.4810
N -0.680 -0.592 -1.786 0.3040 0.3287 -0.3928
C -0.016 0.104 -0.845 -0.3813 -0.4150 -0.0588
H 3.003 0.577 3.722 0.0497 0.1074 0.0283
H 3.025 2.257 4.280 -0.0307 -0.1027 -0.0022
H 2.918 1.918 2.554 -0.0362 -0.1207 0.1354
H 0.760 1.352 4.654 0.0843 0.2856 -0.0236
H 0.715 2.584 3.370 0.0256 -0.1734 0.1674
H 0.071 -1.441 2.459 0.2727 0.1871 0.2783
H 1.569 -1.051 3.329 -0.3726 0.0486 -0.1067
H -1.225 -0.529 4.487 0.1549 -0.0756 0.0854
H -0.307 -2.027 4.764 -0.0023 0.1199 0.1257
H 0.325 -0.483 5.370 -0.1975 -0.1789 -0.1246
H -1.885 -0.671 1.908 0.1324 0.0095 -0.2859
H -3.000 -2.090 0.144 0.1145 0.1167 -0.0842
H -2.210 -1.935 -2.212 0.2653 0.2188 0.3373
H 0.834 0.710 -1.175 -0.3618 -0.1492 0.3055
```
Forces are in eV/Å.

These are the Mulliken partial charges, in e, on atoms 1 to 2: -0.140, 0.142

***

3.
ORCA calculation (wB97M-V/def2-TZVPD) on a molecular structure, C15H15IrN7O5S2 in a non-equilibrium geometry.

**ΔE to the lowest compared entry with this formula, charge and spin**: 134.35 kJ/mol
**Multiplicity**: 2
**E_LUMO (alpha / beta)**: -0.995 / -1.195 eV

```
45
Properties=species:S:1:pos:R:3:forces:R:3
Ir -0.460 -0.594 0.971 1.3361 -0.9146 -0.5314
O 1.600 -0.620 4.480 0.0058 0.0275 -0.0260
C 1.192 -0.622 3.338 -0.1205 -0.0349 0.0392
O -0.042 -0.559 2.961 -0.5868 0.2324 0.4822
C 2.171 -0.677 2.193 0.1782 -0.0291 -0.0595
C 3.537 -0.741 2.403 -0.0417 0.0076 0.0177
C 4.377 -0.769 1.307 0.0630 -0.0320 -0.0296
C 3.821 -0.715 0.036 0.0222 0.0083 0.0198
C 2.448 -0.651 -0.095 -0.0255 -0.0044 0.1032
N 1.635 -0.641 0.969 0.2225 0.0288 0.0003
H 3.891 -0.763 3.424 -0.0130 -0.0224 -0.0037
H 5.449 -0.837 1.434 -0.0052 0.0372 -0.0015
H 4.440 -0.719 -0.850 -0.0110 -0.0211 0.0004
H 1.983 -0.602 -1.067 -0.0262 -0.0426 -0.0264
N -0.389 -2.609 -1.734 -0.1260 -0.0580 0.0494
C -0.468 -1.331 -2.081 0.0043 0.1592 0.0493
N -0.541 -1.037 -3.378 0.0611 -0.0242 0.0678
C -0.543 0.252 -3.680 0.0161 0.1894 0.0518
N -0.602 0.598 -4.972 -0.0394 -0.0551 -0.0406
N -0.470 1.267 -2.785 -0.0011 -0.1241 -0.2566
C -0.434 0.889 -1.537 -0.0426 0.4093 0.3664
N -0.421 -0.386 -1.095 -0.5402 0.2086 -0.3213
C -0.403 1.973 -0.497 0.0015 -0.5278 -0.3271
C -0.434 3.309 -0.829 -0.0108 0.2353 0.0279
C -0.427 4.238 0.206 -0.0155 -0.0642 -0.1514
C -0.398 3.791 1.514 0.0072 -0.0742 0.0978
C -0.378 2.425 1.761 0.0918 0.1004 -0.0508
N -0.365 1.546 0.766 -0.2189 0.0226 0.1108
H -0.577 -3.289 -2.450 0.0384 0.0082 -0.0118
H -0.494 -2.858 -0.760 -0.0056 -0.0097 -0.0365
H -0.775 -0.121 -5.652 0.0069 0.0177 -0.0191
H -0.733 1.564 -5.213 0.0057 0.0006 0.0159
H -0.476 3.593 -1.870 0.0106 0.0232 0.0260
H -0.455 5.297 -0.012 0.0068 -0.0079 -0.0043
H -0.399 4.485 2.344 -0.0196 -0.0138 -0.0052
H -0.367 2.011 2.762 -0.0341 -0.0129 -0.0019
C -0.490 -2.652 1.249 -0.0745 0.0180 0.0967
H -1.355 -3.157 0.805 0.0251 -0.0196 0.0065
H -0.574 -2.820 2.324 0.0053 -0.0464 -0.0088
H 0.438 -3.140 0.923 -0.0321 -0.0433 -0.0126
O -5.282 -2.185 1.069 -0.0675 -0.1070 0.0230
S -5.080 -0.951 0.389 0.1543 -0.3588 -0.1724
O -4.838 -0.969 -1.020 -0.0631 0.0016 -0.1237
O -5.593 0.244 0.971 0.0524 0.0623 0.0468
S -2.719 -0.464 0.977 -0.1948 0.8499 0.5231
```
Forces are in eV/Å.

These are the Mulliken partial charges, in e, on atoms 1 to 2: 2.816, -0.705

***

4.
ORCA calculation (wB97M-V/def2-TZVPD) on a molecular structure, C15H15IrN7O5S2 in a non-equilibrium geometry.

**ΔE to the lowest compared entry with this formula, charge and spin**: 226.28 kJ/mol
**Multiplicity**: 2
**E_LUMO (alpha / beta)**: -0.951 / -0.979 eV

```
45
Properties=species:S:1:pos:R:3:forces:R:3
Ir -0.283 -0.149 -0.082 -1.0403 0.8276 0.9061
O 3.298 -1.464 -1.550 -0.0747 -0.1820 0.0681
C 2.205 -1.451 -1.031 -0.1024 0.2088 -0.0780
O 1.457 -0.365 -1.009 0.6332 -0.4456 -0.3161
C 1.623 -2.602 -0.278 -0.2438 0.2022 -0.0236
C 2.211 -3.849 -0.276 0.0314 0.0194 0.0101
C 1.608 -4.849 0.471 -0.0139 -0.0281 -0.0183
C 0.458 -4.549 1.178 -0.0069 -0.0299 0.0194
C -0.073 -3.272 1.108 0.1117 0.1711 0.0209
N 0.505 -2.308 0.394 0.4054 -0.4921 -0.1399
H 3.111 -4.002 -0.854 -0.0059 -0.0030 -0.0016
H 2.023 -5.848 0.491 0.0042 0.0157 0.0111
H -0.055 -5.300 1.762 0.0168 0.0059 -0.0022
H -0.991 -3.014 1.610 -0.0292 0.0193 0.0159
N 2.801 1.323 0.564 -0.1608 -0.2236 -0.0110
C 1.828 2.202 0.343 -0.0451 -0.0206 0.0424
N 2.204 3.479 0.408 -0.0558 -0.1099 -0.0174
C 1.254 4.389 0.297 -0.0182 0.2005 0.0106
N 1.604 5.683 0.330 0.0185 -0.0661 -0.0371
N -0.056 4.114 0.182 0.1652 -0.1218 0.0513
C -0.342 2.835 0.121 -0.3855 0.1653 -0.0365
N 0.520 1.805 0.130 0.4975 0.1477 -0.2076
C -1.773 2.501 0.088 0.2687 0.0353 -0.0757
C -2.723 3.504 0.160 -0.0319 0.0063 -0.0245
C -4.058 3.150 0.156 -0.0102 0.0700 -0.0048
C -4.371 1.810 0.070 -0.0306 -0.0460 -0.0034
C -3.360 0.865 0.005 0.0634 0.0956 -0.0844
N -2.062 1.199 0.015 -0.3103 -0.2638 0.3431
H 3.722 1.722 0.622 0.0293 -0.0274 -0.0194
H 2.691 0.389 0.205 0.0148 0.0225 -0.0023
H 2.577 5.926 0.354 0.0048 0.0132 0.0060
H 0.903 6.385 0.184 -0.0044 0.0071 0.0048
H -2.391 4.528 0.219 0.0084 -0.0106 0.0003
H -4.830 3.906 0.215 0.0048 -0.0167 -0.0096
H -5.395 1.464 0.052 0.0087 0.0036 -0.0030
H -3.624 -0.170 -0.072 0.0868 -0.1907 0.0095
C -0.007 -0.026 1.997 -0.0309 0.1442 -0.1282
H -0.309 0.953 2.372 -0.0204 -0.0622 0.1286
H 1.047 -0.194 2.220 -0.0729 -0.0109 0.1540
H -0.628 -0.807 2.430 0.0351 0.0459 0.0685
O -1.948 -3.514 -1.000 0.1163 -0.0082 -0.0585
S -2.407 -2.150 -0.960 0.0733 0.0447 -0.0664
O -3.812 -1.959 -1.228 -0.0096 0.0959 -0.0414
O -2.045 -1.498 0.382 0.2757 -0.0148 -0.1125
S -1.242 -0.935 -2.170 -0.1703 -0.1939 -0.3476
```
Forces are in eV/Å.

These are the Mulliken partial charges, in e, on atoms 1 to 2: 1.909, -0.676